No. 1
{
  "formula": "C7H7OP",
  "method": "ωB97M-V/def2-TZVPD",
  "lumo_ev": 0.53,
  "homo_lumo_gap_ev": 8.9812,
  "smiles": "c1ccc2c(c1)OCP2",
  "total_energy_ev": -18706.071,
  "e_above_lowest_kcal_mol": 0.0,
  "symbols": ["C", "C", "C", "C", "C", "C", "C", "O", "P", "H", "H", "H", "H", "H", "H", "H"],
  "xyz": [[2.235918, -0.230308, -0.147307], [2.040040, 1.121110, -0.057453], [1.231689, -1.150048, -0.107082], [0.704481, 1.576216, 0.031122], [-0.112550, -0.652456, -0.118548], [-0.320148, 0.726712, 0.005636], [-2.385378, -0.991392, 0.116982], [-1.131328, -1.557321, -0.053390], [-2.085373, 1.242057, -0.112625], [3.268755, -0.629859, -0.476078], [2.852297, 1.818386, -0.338522], [1.524415, -2.255851, -0.384028], [0.520024, 2.600094, -0.033219], [-3.133872, -1.544399, -0.568844], [-2.758748, -1.035985, 1.053969], [-2.450225, 0.963042, 1.189389]],
  "atomic_forces_ev_per_a": [[3.1, -0.8, -1.1], [-0.6, 1.3, -0.7], [-1.6, -2.1, -1.5], [3.4, 0.2, -0.4], [2.1, -1.4, 1.6], [-2.9, -1.9, -0.1], [-0.8, 1.3, -4.9], [0.6, 0.5, -0.4], [-0.3, -3.2, -0.2], [-1.6, 0.8, 1.0], [-0.6, -0.4, 0.7], [-1.1, 2.2, 1.0], [-0.2, 1.6, 0.1], [1.2, 1.2, 0.8], [-0.7, -0.2, 3.2], [0.1, 0.9, 1.0]]
}

***

No. 2
{
  "formula": "C7H8",
  "method": "ωB97M-V/def2-TZVPD",
  "charge": -1,
  "lumo_ev": [4.38, 4.26],
  "multiplicity": 2,
  "homo_lumo_gap_ev": [3.6790, 7.4411],
  "s_squared": 0.7618,
  "total_energy_ev": -7386.333,
  "e_above_lowest_kcal_mol": 21.7,
  "symbols": ["C", "C", "C", "C", "C", "C", "C", "H", "H", "H", "H", "H", "H", "H", "H"],
  "xyz": [[0.701412, 1.800840, 1.168618], [0.038669, 0.640392, 0.404772], [0.000801, 0.638809, -1.007437], [-0.167581, -0.512327, -1.761895], [-0.148142, -1.788056, -1.019945], [-0.713387, -1.663953, 0.272703], [-0.302041, -0.560620, 1.042555], [1.327930, 2.282148, 0.410670], [1.332592, 1.335683, 1.924900], [-0.020224, 2.569375, 1.467391], [0.110379, 1.622241, -1.464379], [-0.430482, -0.510673, -2.820157], [-0.355897, -2.690210, -1.600668], [-1.201047, -2.433393, 0.869887], [-0.172981, -0.730256, 2.112986]],
  "atomic_forces_ev_per_a": [[-0.4, -0.9, -1.8], [1.3, -0.5, 1.1], [-0.5, 0.1, -1.0], [0.1, -0.3, 1.6], [-1.4, 0.3, -1.9], [1.1, 0.3, 2.0], [-0.7, -0.1, -0.8], [0.3, 0.2, 0.4], [-0.1, 0.7, 0.4], [0.1, -0.1, 0.7], [-0.2, -0.1, -0.4], [0.5, 0.2, 0.0], [0.0, 0.2, 0.1], [0.3, -0.5, -0.5], [-0.6, 0.5, 0.1]]
}

***

No. 3
{
  "formula": "C7H8",
  "method": "ωB97M-V/def2-TZVPD",
  "lumo_ev": 0.78,
  "homo_lumo_gap_ev": 8.6925,
  "total_energy_ev": -7382.392,
  "e_above_lowest_kcal_mol": 146.5,
  "symbols": ["C", "C", "C", "C", "C", "C", "C", "H", "H", "H", "H", "H", "H", "H", "H"],
  "xyz": [[1.935915, -0.034956, 0.161600], [0.437425, -0.027251, 0.033476], [-0.555789, -1.202514, -0.164921], [-1.539354, -0.119444, -0.676353], [-1.852707, 0.162793, 0.766032], [-0.515302, 0.830644, 0.865622], [-0.432312, 0.959849, -0.664401], [2.315790, 0.970822, 0.375739], [2.267271, -0.699299, 0.966698], [2.413362, -0.370568, -0.768611], [-0.378254, -2.105753, -0.744844], [-2.287483, -0.310609, -1.446336], [-0.956367, -1.521701, 0.830970], [-0.181455, 1.491451, 1.655872], [-0.215444, 1.848550, -1.246696]],
  "atomic_forces_ev_per_a": [[-0.1, 0.0, 0.1], [0.1, -0.1, 0.0], [0.0, -0.6, 0.2], [-0.4, -0.1, 0.1], [-0.3, 1.2, -0.2], [-0.1, 0.2, 0.6], [0.2, 0.0, -0.4], [-0.1, -0.1, 0.0], [-0.1, 0.1, -0.1], [-0.2, 0.0, 0.2], [0.2, 0.2, -0.4], [0.1, 0.0, 0.3], [0.6, -0.5, -0.3], [0.1, 0.0, -0.1], [0.0, -0.2, 0.1]]
}

***

No. 4
{
  "formula": "C7H8",
  "method": "ωB97M-V/def2-TZVPD",
  "lumo_ev": [0.00, -0.08],
  "homo_lumo_gap_ev": [8.3902, 8.2643],
  "total_energy_ev": -7382.775,
  "e_above_lowest_kcal_mol": 137.7,
  "symbols": ["C", "C", "C", "C", "C", "C", "C", "H", "H", "H", "H", "H", "H", "H", "H"],
  "xyz": [[1.514176, -0.428338, 0.617152], [0.200908, 0.235240, 0.206341], [0.052011, 1.667854, 0.699538], [-0.107787, 0.030084, -1.212108], [-0.992956, -0.830587, -1.735558], [-0.975355, -0.640013, 0.469789], [-1.622735, -1.307611, -0.510049], [1.566932, -1.449957, 0.233576], [1.579215, -0.454791, 1.708427], [2.353793, 0.148829, 0.218870], [0.874356, 2.275947, 0.310440], [-0.894985, 2.100839, 0.368441], [0.081965, 1.679022, 1.792694], [-1.176396, -1.037382, -2.788312], [-2.453142, -1.989135, -0.379243]],
  "atomic_forces_ev_per_a": [[0.1, 0.0, 0.0], [-0.4, -0.2, -0.1], [0.0, 0.1, 0.0], [0.7, 0.3, -1.5], [0.3, 0.4, 0.2], [-0.6, -0.7, 0.5], [-0.1, 0.0, 0.5], [0.0, 0.1, 0.0], [0.0, 0.0, -0.1], [-0.1, -0.1, 0.1], [-0.1, -0.1, 0.1], [0.1, -0.1, 0.0], [0.0, 0.0, -0.1], [0.1, 0.1, 0.3], [0.1, 0.0, 0.1]]
}

***

No. 5
{
  "formula": "C7H8",
  "method": "ωB97M-V/def2-TZVPD",
  "lumo_ev": 1.10,
  "homo_lumo_gap_ev": 9.9296,
  "smiles": "Cc1ccccc1",
  "total_energy_ev": -7387.441,
  "e_above_lowest_kcal_mol": 30.1,
  "symbols": ["C", "C", "C", "C", "C", "C", "C", "H", "H", "H", "H", "H", "H", "H", "H"],
  "xyz": [[1.043052, 1.281075, -1.699081], [-0.458688, -0.542577, -1.019594], [0.432317, 0.513974, -0.610432], [0.501348, 0.898370, 0.739839], [0.072300, -0.049379, 1.697913], [-0.755078, -1.127505, 1.333647], [-1.034402, -1.282932, -0.022862], [0.609832, 1.296079, -2.710896], [2.126661, 0.816369, -1.830061], [1.236819, 2.384392, -1.550878], [-0.800302, -0.711666, -1.942222], [0.903811, 1.890360, 1.090572], [0.255751, 0.102296, 2.746982], [-1.113890, -1.977400, 1.976787], [-2.023769, -1.946592, -0.296858]],
  "atomic_forces_ev_per_a": [[3.7, 1.3, -1.4], [1.9, 1.4, 5.0], [-2.4, 0.1, -0.4], [0.4, -0.8, 0.1], [-1.1, -0.2, -0.2], [0.9, -0.6, -0.1], [-3.6, -1.8, -0.4], [-0.3, -0.7, 0.5], [-1.9, 1.0, 0.0], [-0.2, -1.1, 0.6], [-0.6, -0.2, -3.7], [-0.1, -1.3, -0.7], [0.1, 0.2, 0.2], [0.4, 1.5, -0.1], [2.9, 1.2, 0.6]]
}

***

No. 6
{
  "formula": "C7H8",
  "method": "ωB97M-V/def2-TZVPD",
  "lumo_ev": 0.59,
  "homo_lumo_gap_ev": 8.1196,
  "total_energy_ev": -7381.474,
  "e_above_lowest_kcal_mol": 167.7,
  "symbols": ["C", "C", "C", "C", "C", "C", "C", "H", "H", "H", "H", "H", "H", "H", "H"],
  "xyz": [[-1.128845, -0.690209, -1.053383], [-0.352757, 0.005226, 0.060901], [-1.129052, 0.072332, 1.370251], [1.033484, -0.455549, 0.162028], [2.259453, -0.415904, -0.015923], [0.163837, 1.390896, -0.402944], [1.487717, 1.213590, -0.462283], [-0.521810, -0.766296, -1.959863], [-2.004928, -0.076578, -1.284641], [-1.459834, -1.691179, -0.754524], [-1.473016, -0.919099, 1.687152], [-0.530386, 0.515059, 2.171287], [-2.000373, 0.714147, 1.207238], [3.289280, -0.704402, -0.045738], [2.367234, 1.807972, -0.679563]],
  "atomic_forces_ev_per_a": [[0.0, -0.1, -0.1], [-0.1, 0.0, 0.0], [0.0, 0.0, 0.1], [0.6, -0.2, 0.0], [-0.5, -0.3, 0.2], [0.3, 0.0, 0.0], [-0.1, 0.6, -0.1], [-0.1, 0.0, 0.1], [0.1, -0.1, 0.1], [0.1, 0.1, 0.0], [0.1, 0.1, -0.1], [-0.1, 0.0, -0.1], [0.1, -0.1, 0.0], [-0.2, 0.1, 0.0], [-0.1, -0.1, 0.1]]
}

***

No. 7
{
  "formula": "C7H8",
  "method": "ωB97M-V/def2-TZVPD",
  "lumo_ev": 1.01,
  "homo_lumo_gap_ev": 10.9519,
  "smiles": "C#CC[C@H](C)C#C",
  "total_energy_ev": -7384.906,
  "e_above_lowest_kcal_mol": 88.6,
  "symbols": ["C", "C", "C", "C", "C", "C", "C", "H", "H", "H", "H", "H", "H", "H", "H"],
  "xyz": [[-0.117029, -1.435619, -0.311332], [-0.350350, -0.045459, 0.312429], [0.320743, 1.063286, -0.531035], [1.777750, 0.932027, -0.403640], [2.954013, 0.763854, -0.205563], [-1.774323, 0.151089, 0.615822], [-2.903751, 0.153774, 1.035057], [-0.108973, -1.378258, -1.405755], [0.843994, -1.842807, 0.010705], [-0.908224, -2.128473, -0.015364], [0.138722, -0.009152, 1.293983], [0.025568, 0.978978, -1.585351], [0.009530, 2.055333, -0.185720], [3.996906, 0.616338, -0.028286], [-3.904573, 0.125085, 1.404056]],
  "atomic_forces_ev_per_a": [[0.0, -0.1, 0.0], [0.0, -0.1, 0.1], [-0.1, 0.0, 0.0], [0.5, -0.1, 0.1], [-0.5, 0.1, -0.1], [-0.4, 0.0, 0.2], [0.4, 0.0, -0.3], [-0.1, 0.0, 0.2], [-0.1, 0.1, -0.1], [0.2, 0.1, 0.0], [0.0, -0.1, -0.1], [0.0, 0.0, 0.2], [0.1, -0.2, 0.0], [-0.2, 0.1, -0.1], [0.1, 0.1, -0.1]]
}